No. 1
80
Properties=species:S:1:pos:R:3:forces:R:3 method="wB97M-V/def2-TZVPD" de_lowest_kj_mol=297.87 orbital_gap_ev=6.79 charge=-2 multiplicity=1
N -0.8107 0.8612 0.5600 0.06 0.00 0.00
H 0.1168 0.7871 0.9529 0.11 -0.07 0.83
H -1.3548 1.5756 1.0223 -0.24 1.44 0.34
H -1.3947 0.0510 0.7106 -0.01 -0.96 -0.19
H -0.6459 1.0734 -0.4136 -0.70 0.24 -0.39
Cl -3.6418 3.0474 1.3242 -1.42 0.66 1.37
O -4.6513 2.0587 1.2742 -2.80 -0.10 -1.14
O -4.0928 4.3706 1.7079 -0.40 -0.73 0.02
O -2.7629 2.4956 2.2599 3.44 -0.36 2.97
O -2.9574 3.1442 0.1117 1.29 0.33 -3.56
Cl -3.8484 -1.9633 1.8293 -6.24 2.40 2.99
O -3.7796 -1.2670 3.1083 2.98 -1.11 0.30
O -3.7497 -3.3920 1.9504 0.54 -0.46 0.09
O -5.2131 -1.5278 1.4953 0.49 -1.73 -1.93
O -2.9547 -1.4982 0.8497 2.59 0.74 -1.53
Cl 0.4125 4.7632 2.0045 0.64 1.26 0.91
O -0.6561 5.6373 1.6608 -0.73 0.15 -1.35
O 0.5449 3.6284 1.0946 -0.36 0.13 0.51
O 1.6537 5.5233 1.9666 0.43 -0.25 -0.43
O 0.1795 4.3998 3.3750 0.32 -1.44 0.26
C 1.8778 2.1980 -2.0597 -0.87 -1.37 -0.41
C 0.9760 1.3607 -3.1378 2.70 -0.67 0.46
C 1.8442 0.1323 -3.6792 -0.01 1.49 1.02
C 1.1174 -0.9039 -4.4756 -0.36 -0.23 0.56
C -0.1406 -1.3644 -3.7757 0.09 0.53 -0.70
C -1.0417 -0.1617 -3.3576 -1.38 0.42 0.83
N -0.2732 0.9037 -2.5689 1.73 -2.78 -0.52
O -0.9696 1.9502 -2.0241 -0.86 0.00 -0.43
C -1.8462 0.4185 -4.5764 0.94 0.04 -0.58
C -2.0567 -0.7284 -2.3528 -0.14 -0.56 -0.08
C 0.8242 2.2415 -4.3025 -1.06 2.05 -1.28
H 2.9019 2.3327 -2.4078 -0.12 0.15 -0.62
H 2.0383 1.6494 -1.1316 -0.50 -0.23 0.13
H 1.4424 3.1592 -1.7868 -0.10 -0.08 -0.16
H 2.5402 0.5189 -4.4236 0.54 0.53 0.56
H 2.3834 -0.2003 -2.7922 0.11 -0.68 -0.21
H 1.7846 -1.7493 -4.6441 0.03 -0.07 -0.22
H 0.8635 -0.4636 -5.4399 -0.04 -0.10 -0.18
H 0.1108 -2.0744 -2.9878 -0.10 0.49 0.59
H -0.6611 -1.9892 -4.5015 -0.62 0.13 0.04
H -1.2410 0.6566 -5.4511 0.65 0.10 0.15
H -2.5372 -0.2776 -5.0518 -0.39 -0.26 0.77
H -2.3547 1.3601 -4.3690 -0.26 -0.19 0.42
H -2.5339 -1.6188 -2.7620 -0.08 -0.04 -0.32
H -1.5320 -1.1137 -1.4785 -0.02 0.30 0.18
H -2.8758 -0.0744 -2.0539 0.31 0.29 0.07
H 0.5759 1.7946 -5.2651 0.36 -0.43 0.04
H 1.6935 2.8917 -4.4020 -0.01 -0.05 -0.24
H -0.0290 2.9002 -4.1403 0.00 0.53 0.02
H -1.2737 2.4677 -2.7733 -0.52 0.71 0.05
C 3.1848 -2.1110 1.8298 1.40 -0.41 0.13
C 1.7683 -1.7121 1.3307 0.56 -2.73 2.87
C 0.9660 -3.0895 1.4000 -0.26 0.86 -1.32
C 0.6328 -3.6343 2.7624 0.27 1.35 0.10
C -0.1198 -2.4877 3.4660 0.61 -0.21 -0.64
C 0.6819 -1.1065 3.5432 -1.73 -0.44 -0.10
N 1.1400 -0.7005 2.1873 -1.53 -2.18 -0.31
O 1.6407 0.5848 2.0787 0.21 0.02 -0.11
C -0.4020 -0.0979 3.9523 0.08 0.20 -0.43
C 1.7531 -1.1632 4.6022 0.36 0.25 0.11
C 1.9012 -1.3149 -0.0633 -0.26 1.47 -2.12
H 3.2906 -3.0483 2.3760 -0.70 -0.23 0.05
H 3.8575 -2.2721 0.9874 0.05 0.16 -0.23
H 3.7274 -1.4553 2.5109 -0.29 0.78 -0.16
H 0.0779 -2.9459 0.7846 -0.61 0.24 0.35
H 1.4667 -3.8450 0.7945 0.78 0.11 0.05
H 0.0254 -4.5311 2.6402 -0.03 0.01 0.27
H 1.5757 -3.8706 3.2556 -0.04 -0.31 0.31
H -0.4798 -2.7790 4.4527 0.25 0.25 0.20
H -1.0199 -2.4015 2.8573 -0.13 0.64 0.10
H -0.8651 -0.3852 4.8963 -0.03 -0.02 -0.05
H -1.1581 -0.1104 3.1673 -0.27 0.02 0.28
H -0.0508 0.9315 4.0233 0.22 -0.03 0.09
H 1.3012 -1.2744 5.5879 -0.06 -0.28 -0.03
H 2.2415 -0.1896 4.6429 0.35 0.02 -0.08
H 2.4766 -1.9583 4.4216 0.09 0.04 0.18
H 1.0389 -0.7641 -0.4391 -0.08 0.31 0.17
H 2.7916 -0.6941 -0.1631 -0.09 0.25 -0.36
H 1.9690 -2.1136 -0.8019 0.35 -0.49 0.43
H 2.5858 0.5550 2.2441 0.54 0.17 0.25

No. 2
78
Properties=species:S:1:pos:R:3:forces:R:3 method="wB97M-V/def2-TZVPD" de_lowest_kj_mol=353.10 orbital_gap_ev=8.21 smiles="CN(C)P(=O)(N(C)C)N(C)C.CN(C)P(=O)(N(C)C)N(C)C.O=C1OC[C@@H](F)O1.O=C1OC[C@@H](F)O1" charge=0 multiplicity=1
C 5.1397 1.3331 1.1553 -0.99 -0.33 -0.14
N 3.7338 0.8183 1.1310 -0.12 0.29 0.00
C 3.4300 -0.1583 -0.0157 -0.73 1.37 1.76
P 2.4524 1.2929 2.1761 0.79 -0.36 0.09
O 1.2544 0.4180 2.0151 0.94 0.73 0.09
N 2.9943 1.3013 3.8167 0.51 0.35 -1.56
C 2.3106 0.4675 4.7644 0.03 0.14 1.11
C 4.2978 1.8660 4.3307 -1.69 -1.10 -1.01
N 2.0748 2.8838 1.8205 -1.58 0.36 -1.65
C 2.8878 4.0575 2.0301 -0.13 0.03 1.00
C 0.5674 3.2216 1.7884 2.24 -0.94 0.33
H 5.3421 1.9961 0.3141 0.06 -0.61 -0.73
H 5.7489 0.4308 1.2079 0.56 0.35 -0.35
H 5.4632 2.0143 1.9424 -0.75 -0.46 0.73
H 3.7262 0.1735 -1.0108 0.67 0.21 0.27
H 2.3416 -0.1722 -0.0730 0.01 -0.41 0.17
H 3.8044 -1.1438 0.2611 0.10 0.02 -0.32
H 2.8819 -0.4289 5.0053 -0.12 -0.36 -0.02
H 2.2796 1.0810 5.6648 -0.09 -0.20 0.47
H 1.2657 0.2265 4.5689 0.30 -0.02 -0.65
H 4.3390 2.8538 3.8718 0.72 0.06 0.65
H 4.2638 1.8044 5.4184 -0.24 0.78 -0.01
H 5.1472 1.2269 4.0895 0.14 0.10 -0.45
H 3.9280 3.9441 1.7249 -0.08 -0.02 -0.17
H 2.4399 4.9551 1.6038 0.15 -0.27 -0.75
H 2.8568 4.3287 3.0854 0.43 -0.01 0.53
H 0.4987 4.2855 1.5615 -0.17 -0.08 0.50
H 0.2808 2.8915 2.7869 -1.12 0.59 -0.21
H 0.0500 2.6858 0.9926 0.13 -0.23 0.29
C 1.1656 -4.4473 -5.2924 0.67 -0.30 -1.42
N -0.0229 -3.6147 -5.3339 -0.60 0.42 0.33
C -1.0068 -3.8944 -4.2366 0.80 -0.46 -0.55
P -0.5558 -3.0578 -6.8358 -1.43 -2.66 -0.58
O 0.5179 -2.9917 -7.8515 0.21 0.54 0.66
N -1.8097 -4.1651 -7.4645 -0.68 1.45 2.66
C -2.1096 -3.9194 -8.8635 1.09 -0.16 0.96
C -1.7732 -5.5950 -7.1255 1.78 1.07 -0.70
N -1.3811 -1.6946 -6.4922 -1.36 0.97 1.16
C -2.8825 -1.5543 -6.3239 0.89 0.44 -1.92
C -0.5813 -0.4376 -6.4741 -0.70 -0.59 -1.03
H 1.8504 -4.2951 -4.4582 -0.57 -0.02 0.41
H 1.7862 -4.2530 -6.1672 -0.08 0.72 -0.09
H 0.9805 -5.4986 -5.5129 -0.42 -0.45 0.88
H -0.5865 -3.7543 -3.2407 0.56 -0.02 -0.14
H -1.2341 -4.9532 -4.3605 -0.47 -0.06 0.49
H -1.9222 -3.3045 -4.1897 0.15 0.12 -0.84
H -2.3372 -2.8563 -8.9417 -0.07 -0.12 -0.65
H -1.1518 -4.1844 -9.3111 -0.31 0.28 -1.39
H -2.9232 -4.5773 -9.1691 -0.04 0.30 -0.19
H -0.7413 -5.8454 -7.3716 0.32 -1.03 0.38
H -1.9699 -5.7965 -6.0725 -0.28 -0.12 -0.29
H -2.3507 -6.1702 -7.8491 -0.49 0.10 0.46
H -3.4745 -2.3462 -5.8651 0.82 -0.12 0.43
H -3.1490 -0.5693 -5.9406 0.43 -0.14 0.60
H -3.2765 -1.4941 -7.3384 -0.30 -0.12 -0.21
H 0.4812 -0.6755 -6.4229 -0.11 0.05 0.37
H -0.9140 0.2808 -5.7249 0.12 -0.37 0.32
H -0.7247 0.0354 -7.4456 0.08 0.30 -0.10
O -3.6766 0.2682 4.1439 -1.57 -1.96 -2.31
C -4.1676 -0.3369 3.1924 1.59 4.58 3.12
O -4.2861 -1.6000 3.0177 0.54 -3.21 0.49
C -4.2937 -1.8538 1.6368 0.92 0.38 -1.86
C -4.9316 -0.5951 1.1195 0.19 -1.42 -0.04
F -6.2289 -0.9740 1.0997 -2.12 1.13 -0.25
O -4.6534 0.3351 2.1089 -0.18 0.54 -0.86
H -3.3067 -1.8540 1.1744 0.57 -0.56 0.71
H -4.8594 -2.7173 1.2866 0.09 -0.01 0.74
H -4.6355 -0.3166 0.1081 0.00 0.54 0.28
O -1.4084 8.1629 10.2497 -0.39 -2.20 1.55
C -1.3661 6.9554 10.3642 1.67 2.16 -2.75
O -0.3249 6.2393 10.8390 0.77 1.66 0.85
C -0.2550 4.9620 10.2913 -1.44 -1.70 1.72
C -1.6685 4.8179 9.6461 3.16 0.63 -2.57
F -2.4559 3.9594 10.2319 -1.60 -0.82 1.83
O -2.1276 6.1466 9.5977 -1.18 -1.06 0.47
H 0.6491 4.6531 9.7668 -0.19 1.14 -1.01
H -0.1573 4.2865 11.1411 -0.56 -0.26 0.22
H -1.5498 4.4354 8.6324 -0.24 0.45 -0.31

No. 3
75
Properties=species:S:1:pos:R:3:forces:R:3 method="wB97M-V/def2-TZVPD" orbital_gap_ev=5.92 charge=-1 multiplicity=1
C 1.3891 -2.4156 0.7230 0.32 0.56 -1.09
C 0.1044 -1.5982 0.6559 0.93 -1.13 0.45
I 0.0994 -0.1717 -0.9614 0.29 -0.37 0.38
C -0.9192 -1.7129 1.4785 -1.14 0.51 -0.15
I -0.8131 -3.1997 3.0557 -0.07 0.45 -0.32
In -2.7711 -0.4138 1.3522 0.29 0.95 0.25
P -4.9495 -1.7110 1.6197 0.44 -1.07 -0.61
O -4.9396 -3.1548 1.1515 -0.12 0.18 0.25
H 2.2014 -1.7915 1.1291 -0.18 -0.29 0.01
H 1.2846 -3.3461 1.2888 -0.11 0.40 0.03
H 1.7059 -2.6872 -0.2994 -0.08 0.10 0.33
H -2.8677 0.4990 -0.1602 -0.17 -0.51 0.19
H -2.6896 0.7996 2.6787 -0.11 -0.54 0.02
H -5.9506 -1.0190 0.8508 -0.04 0.24 0.64
H -5.4093 -1.6068 2.9768 -0.34 0.25 -0.28
C 0.5325 -6.5555 5.2606 -0.12 0.00 -0.10
O -0.0876 -5.6439 5.7644 0.11 0.01 0.13
N 1.8808 -6.6615 5.2522 -0.03 -0.20 -0.06
C 2.5631 -7.7760 4.6308 0.08 0.29 0.15
C 2.6642 -5.6175 5.8884 -0.28 0.09 -0.02
H 0.0280 -7.3947 4.7505 0.06 -0.02 -0.02
H 3.1619 -8.3019 5.3794 0.04 -0.10 -0.11
H 3.2209 -7.4069 3.8404 0.03 -0.15 -0.04
H 1.8458 -8.4715 4.1984 -0.04 0.06 0.02
H 2.3901 -5.5476 6.9426 0.07 0.09 -0.01
H 2.4489 -4.6598 5.4119 0.06 0.04 0.09
H 3.7259 -5.8393 5.8007 -0.04 -0.07 -0.05
C 4.7638 -0.9520 -2.0054 -0.07 0.00 0.04
O 4.9409 -0.9091 -0.8033 0.07 0.09 -0.04
N 4.4310 0.1000 -2.7802 0.09 -0.24 -0.16
C 4.2385 -0.0255 -4.2119 -0.04 0.30 0.25
C 4.2591 1.4011 -2.1592 0.04 -0.23 0.29
H 4.8683 -1.8915 -2.5765 -0.03 0.02 -0.05
H 4.9438 0.6250 -4.7326 -0.10 -0.05 -0.17
H 3.2201 0.2730 -4.4666 0.05 -0.04 -0.19
H 4.3984 -1.0531 -4.5348 0.00 0.00 0.08
H 5.1901 1.6883 -1.6661 -0.07 0.11 0.04
H 3.4717 1.3370 -1.4067 0.01 0.13 0.01
H 3.9937 2.1468 -2.9055 0.00 -0.11 -0.07
C -1.5990 3.6629 1.8541 0.06 -0.14 0.05
O -1.9105 2.7668 1.1049 0.09 0.42 -0.20
N -2.2477 4.8492 1.9605 0.22 0.19 0.14
C -1.8241 5.8751 2.8844 -0.23 -0.12 -0.28
C -3.4105 5.0905 1.1147 0.51 -0.46 0.01
H -0.7353 3.5785 2.5394 -0.02 0.06 0.04
H -2.6337 6.0930 3.5872 0.10 0.13 0.08
H -1.5751 6.7863 2.3322 0.04 0.09 0.16
H -0.9479 5.5496 3.4441 -0.02 -0.05 -0.03
H -4.1641 4.3304 1.3103 0.31 0.27 -0.22
H -3.1119 5.0216 0.0658 -0.10 0.04 -0.02
H -3.8248 6.0775 1.3142 0.05 -0.02 0.09
C -6.6139 3.9751 2.3835 0.10 -0.19 0.05
O -6.0693 4.3482 1.3632 -1.00 0.05 0.07
N -7.8709 4.3023 2.7559 0.06 -0.05 0.14
C -8.4590 3.8200 3.9887 -0.09 0.18 -0.23
C -8.6531 5.1642 1.8890 0.25 -0.08 -0.10
H -6.1041 3.3172 3.1074 -0.03 -0.01 0.00
H -9.3562 3.2394 3.7624 -0.01 -0.03 0.15
H -8.7309 4.6693 4.6205 -0.05 -0.10 0.10
H -7.7552 3.1883 4.5274 0.03 0.01 -0.07
H -8.7592 4.6959 0.9092 -0.05 0.11 -0.03
H -8.1375 6.1176 1.7611 -0.09 0.02 -0.08
H -9.6372 5.3361 2.3202 0.04 -0.05 0.06
C 5.5347 0.4117 -8.1129 0.02 0.07 0.00
O 4.5058 0.6325 -7.5071 0.01 -0.11 -0.01
N 5.9299 -0.8043 -8.5479 0.15 0.12 -0.06
C 7.1721 -1.0009 -9.2664 -0.24 -0.19 0.10
C 5.0767 -1.9506 -8.2837 -0.11 0.23 0.10
H 6.2501 1.2147 -8.3623 0.04 -0.04 -0.03
H 6.9608 -1.4188 -10.2535 0.15 0.01 -0.03
H 7.8086 -1.6946 -8.7123 0.11 0.02 -0.11
H 7.6990 -0.0560 -9.3871 -0.06 0.01 0.04
H 4.0985 -1.7893 -8.7388 -0.02 -0.10 0.07
H 4.9411 -2.0636 -7.2072 -0.08 -0.09 -0.04
H 5.5250 -2.8537 -8.6919 0.06 0.07 -0.01